DFT (ωB97M-V/def2-TZVPD) results for C12H19Cl3MoO2 as an isolated structure.

As for the expectation value of S²: 2.036. As for the HOMO-LUMO gap (spin up / spin down): 3.09 / 5.53 eV. The value obtained for the HOMO energy (spin up / spin down) is 1.97 / -0.54 eV. Its net charge is -2. The multiplicity is 3.

Each line ends with the Mulliken spin population.
Cartesian coordinates (Å):
Mo -0.00382 0.21583 -0.47313  1.25
Cl 0.68972 5.08796 -1.36954  0.00
Cl 1.53522 -0.89282 -2.02762  0.00
Cl 1.50505 0.40230 1.85810  0.05
O 1.26843 -2.21357 2.09790  0.27
O -0.32514 -1.62509 0.08833  -0.04
C 3.35460 -1.45525 1.12703  -0.05
C -1.94822 -1.25580 -2.76745  -0.05
C -1.96746 -0.09168 0.87088  0.16
C -1.79476 -1.24761 -0.09606  -0.30
C 2.03379 -1.35553 1.74583  0.57
C -1.94235 -0.57685 -1.44983  0.01
C -2.02435 1.10157 0.15521  -0.20
C -2.10307 1.83156 -2.35355  0.06
C -1.94728 -0.20162 2.35068  0.02
C -2.19029 2.48253 0.68462  -0.03
C -2.01179 0.80473 -1.27531  0.13
C -2.41829 -2.61737 0.13474  0.05
H 0.00504 -2.33690 -0.47924  0.01
H -1.36609 -0.66612 -3.49743  0.00
H 3.80168 -2.41202 1.40202  0.02
H -1.50468 3.18251 0.17794  0.00
H -2.01593 2.55101 1.75965  0.00
H 3.21516 -1.42527 0.04035  0.05
H -3.20463 2.85956 0.50532  0.00
H -1.71643 0.78226 2.79062  -0.01
H -3.50613 -2.57957 0.09804  0.01
H -3.15017 2.05575 -2.59850  0.00
H 3.99169 -0.62509 1.43362  0.02
H -1.62934 1.47531 -3.27398  0.00
H -1.60869 2.78359 -2.08102  0.00
H -2.92555 -0.49760 2.77902  0.00
H -1.51317 -2.26403 -2.67940  0.00
H -2.11921 -3.00676 1.11813  0.00
H -2.08370 -3.34710 -0.62261  0.00
H -2.96909 -1.36444 -3.19009  0.00
H -1.19498 -0.93080 2.69902  0.01